Entry 1:
Computed, not measured: an isolated molecule of C6H8N4S in a non-equilibrium geometry, with wB97M-V/def2-TZVPD.

Energy above the lowest of the compared OMol25 structures with the same formula, charge and spin ... 1.918 eV
HOMO-LUMO gap ... 10.09 eV
Structure (SMILES) ... CC(C)[C@@H](C#N)c1nnns1
F_max ... 5.368 eV Å⁻¹

ORCA input file:
```
! RIJCOSX wB97M-V def2-TZVPD def2/J DEFGRID3
* xyz 0 1
C 1.823 -0.327 -0.222
C 0.839 0.877 -0.029
C 0.563 1.005 1.480
C -0.656 0.589 -0.907
C -0.194 -0.020 -2.174
N 0.131 -0.441 -3.192
C -1.486 -0.393 -0.186
N -1.694 -1.643 -0.634
N -2.400 -2.297 0.210
N -2.667 -1.754 1.297
S -2.179 -0.159 1.356
H 2.870 -0.014 -0.119
H 1.713 -0.528 -1.303
H 1.640 -1.272 0.311
H 1.212 1.895 -0.350
H 0.553 -0.046 1.807
H -0.358 1.505 1.730
H 1.391 1.545 2.039
H -1.100 1.479 -1.115
*
```

natural (NBO) population analysis, charges in e, atoms 1 to 8: atom 1 (C): -0.6559, atom 2 (C): -0.1425, atom 3 (C): -0.6337, atom 4 (C): -0.3713, atom 5 (C): 0.2869, atom 6 (N): -0.2955, atom 7 (C): -0.0084, atom 8 (N): -0.2579

***

Entry 2:
Computed, not measured: an isolated ion of composition C6H8N5S and charge +1 in a non-equilibrium geometry, with wB97M-V/def2-TZVPD.

Energy above the lowest of the compared OMol25 structures with the same formula, charge and spin ... 5.003 eV
HOMO-LUMO gap (spin up / spin down) ... 7.34 / 7.34 eV
F_max ... 3.659 eV Å⁻¹

ORCA input file:
```
! RIJCOSX wB97M-V def2-TZVPD def2/J DEFGRID3
* xyz 1 1
C -1.811 1.976 -0.289
C -0.435 -2.204 0.037
C -2.439 -0.995 -0.648
C -0.391 0.527 0.848
C -3.227 -0.031 -0.152
C 2.027 0.280 -0.076
N -2.869 1.290 -0.413
N -0.655 1.735 0.312
N 0.668 -1.476 0.370
N 0.697 -0.089 0.405
N -1.545 -1.801 -0.548
S -4.879 -0.225 0.400
H -1.957 2.849 -0.770
H -0.302 -3.223 0.070
H 2.214 1.280 0.081
H 2.675 -0.286 0.450
H 2.292 0.205 -1.152
H 0.109 2.234 -0.007
H 1.160 -1.723 1.202
H -5.124 -1.438 -0.305
*
```

natural (NBO) population analysis, charges in e, atoms 1 to 8: atom 1 (C): 0.3612, atom 2 (C): 0.3169, atom 3 (C): 0.3750, atom 4 (C): 0.2258, atom 5 (C): -0.0143, atom 6 (C): -0.4365, atom 7 (N): -0.4605, atom 8 (N): -0.6161

***

Entry 3:
Computed, not measured: an isolated ion of composition C6H8NO2 and charge +1 in a non-equilibrium geometry, with wB97M-V/def2-TZVPD.

Energy above the lowest of the compared OMol25 structures with the same formula, charge and spin ... 0.454 eV
HOMO-LUMO gap ... 9.61 eV
Structure (SMILES) ... [NH3+][C@@]12C=CC=C[C@]1(O)O2
F_max ... 3.369 eV Å⁻¹

ORCA input file:
```
! RIJCOSX wB97M-V def2-TZVPD def2/J DEFGRID3
* xyz 1 1
N 1.870 -0.586 0.328
C 0.647 -0.149 -0.408
C -0.322 -1.138 -0.911
C -1.628 -0.787 -1.038
C -2.156 0.335 -0.353
C -1.325 1.278 0.142
C 0.098 1.172 0.104
O 0.806 1.787 1.175
O 0.827 1.033 -1.029
H 1.590 -0.948 1.311
H 2.602 0.133 0.293
H 2.202 -1.407 -0.165
H 0.183 -2.101 -1.313
H -2.219 -1.542 -1.438
H -3.189 0.353 -0.318
H -1.603 2.073 0.720
H 0.109 2.297 1.676
*
```

natural (NBO) population analysis, charges in e, atoms 1 to 8: atom 1 (N): -0.6937, atom 2 (C): 0.2670, atom 3 (C): -0.2396, atom 4 (C): -0.1514, atom 5 (C): -0.1583, atom 6 (C): -0.2206, atom 7 (C): 0.4722, atom 8 (O): -0.6992

***

Entry 4:
Computed, not measured: an isolated molecule of C6H8NPS2 in a non-equilibrium geometry, with wB97M-V/def2-TZVPD.

Energy above the lowest of the compared OMol25 structures with the same formula, charge and spin ... 4.676 eV
HOMO-LUMO gap (spin up / spin down) ... 6.83 / 5.04 eV
F_max ... 2.729 eV Å⁻¹

ORCA input file:
```
! RIJCOSX wB97M-V def2-TZVPD def2/J DEFGRID3
* xyz 0 1
C -2.583 2.308 -0.876
C -1.767 1.413 -0.727
C -1.856 -0.916 -0.531
C -1.033 0.199 -0.340
C 0.874 1.540 0.050
C 1.470 -2.124 0.944
N 0.257 0.178 0.036
P 1.505 -1.026 -0.507
S 3.360 -0.240 -0.371
S -1.928 -2.391 0.128
H -3.083 3.243 -0.746
H -2.765 -0.693 -1.148
H 1.956 1.449 -0.017
H 0.481 2.212 -0.705
H 0.694 2.018 0.980
H 1.871 -3.105 0.725
H 2.051 -1.547 1.808
H 0.495 -2.518 1.296
*
```

natural (NBO) population analysis, charges in e, atoms 1 to 8: atom 1 (C): -0.1677, atom 2 (C): -0.0782, atom 3 (C): -0.3797, atom 4 (C): 0.1101, atom 5 (C): -0.4503, atom 6 (C): -1.0008, atom 7 (N): -0.5817, atom 8 (P): 1.0019

***

Entry 5:
Computed, not measured: an isolated ion of composition C6H8NS and charge -1 in a non-equilibrium geometry, with wB97M-V/def2-TZVPD.

Energy above the lowest of the compared OMol25 structures with the same formula, charge and spin ... 3.200 eV
HOMO-LUMO gap ... 5.97 eV
F_max ... 4.701 eV Å⁻¹

ORCA input file:
```
! RIJCOSX wB97M-V def2-TZVPD def2/J DEFGRID3
* xyz -1 1
C -1.410 0.206 0.437
C -0.519 1.320 0.279
C -1.112 -0.923 -0.246
C 0.674 0.920 -0.401
C -1.770 -2.283 -0.316
C 1.723 1.884 -0.852
N 0.841 -0.411 -0.548
S 1.879 -1.451 -1.342
H -2.487 0.218 0.826
H -0.515 2.327 0.620
H -2.758 -2.284 0.159
H -1.864 -2.667 -1.395
H -1.206 -3.085 0.239
H 2.692 1.770 -0.383
H 1.920 1.462 -1.852
H 1.344 2.886 -0.948
*
```

natural (NBO) population analysis, charges in e, atoms 1 to 8: atom 1 (C): -0.3059, atom 2 (C): -0.4495, atom 3 (C): 0.1268, atom 4 (C): 0.1992, atom 5 (C): -0.6796, atom 6 (C): -0.6650, atom 7 (N): -0.5324, atom 8 (S): -0.3722

***

Entry 6:
Computed, not measured: an isolated ion of composition C6H8NS and charge +1 in a non-equilibrium geometry, with wB97M-V/def2-TZVPD.

Energy above the lowest of the compared OMol25 structures with the same formula, charge and spin ... 2.745 eV
HOMO-LUMO gap ... 9.59 eV
Structure (SMILES) ... C1[C@@H]2C[N@+]34CS[C@@]23[C@@H]14
F_max ... 2.521 eV Å⁻¹

ORCA input file:
```
! RIJCOSX wB97M-V def2-TZVPD def2/J DEFGRID3
* xyz 1 1
C 1.110 -0.066 -1.397
C 0.066 -1.083 -0.902
C -1.152 -0.192 -0.639
N -0.347 0.489 0.397
C -0.677 0.744 1.787
S 0.196 -1.013 2.316
C 0.517 -0.717 0.547
C 1.083 0.523 -0.006
H 2.076 -0.519 -1.606
H 0.816 0.579 -2.223
H -0.012 -2.073 -1.328
H -1.499 0.455 -1.444
H -1.985 -0.724 -0.181
H -0.158 1.593 2.218
H -1.736 0.725 2.014
H 1.702 1.279 0.447
*
```

natural (NBO) population analysis, charges in e, atoms 1 to 8: atom 1 (C): -0.3954, atom 2 (C): -0.2195, atom 3 (C): -0.1895, atom 4 (N): -0.2482, atom 5 (C): -0.2251, atom 6 (S): 0.2650, atom 7 (C): 0.0452, atom 8 (C): -0.0547

***

Entry 7:
Computed, not measured: an isolated ion of composition C6H8NS2 and charge +1 in a non-equilibrium geometry, with wB97M-V/def2-TZVPD.

Energy above the lowest of the compared OMol25 structures with the same formula, charge and spin ... 2.395 eV
HOMO-LUMO gap (spin up / spin down) ... 7.14 / 7.14 eV
F_max ... 3.874 eV Å⁻¹

ORCA input file:
```
! RIJCOSX wB97M-V def2-TZVPD def2/J DEFGRID3
* xyz 1 1
C 1.073 -0.188 -1.773
C 2.171 0.607 -1.784
C 1.439 -0.110 0.469
C -1.506 -0.168 0.626
C -0.532 -1.289 -0.044
C -0.861 0.299 1.828
N 0.646 -0.584 -0.517
S 2.636 0.928 -0.108
S -0.828 1.929 2.267
H 0.565 -0.457 -2.672
H 2.646 1.022 -2.600
H -1.605 0.590 -0.141
H -2.441 -0.780 0.718
H -0.225 -1.862 0.791
H -0.973 -1.818 -0.790
H -0.458 -0.447 2.474
H -1.747 2.328 1.257
*
```

natural (NBO) population analysis, charges in e, atoms 1 to 8: atom 1 (C): -0.0438, atom 2 (C): -0.3962, atom 3 (C): -0.1738, atom 4 (C): -0.5399, atom 5 (C): -0.1384, atom 6 (C): -0.0900, atom 7 (N): -0.4071, atom 8 (S): 0.5060

***

Entry 8:
Computed, not measured: C6H8NaO6 as an isolated structure in a non-equilibrium geometry, with wB97M-V/def2-TZVPD.

HOMO-LUMO gap (spin up / spin down) ... 5.48 / 3.56 eV
Expectation value of S² ... 0.7570
F_max ... 7.296 eV Å⁻¹

ORCA input file:
```
! RIJCOSX wB97M-V def2-TZVPD def2/J DEFGRID3
* xyz 2 2
O -3.541 1.611 -0.313
C -3.748 0.710 0.528
O -4.707 0.660 1.313
O -2.833 -0.309 0.630
C -1.715 -0.202 -0.171
C -0.517 -0.730 0.380
C 0.627 -1.091 -0.444
C 1.979 -1.156 0.217
O 2.460 0.268 0.368
C 3.623 0.651 0.433
O 4.394 0.872 1.311
Na -6.226 2.806 0.468
H -1.329 0.877 -0.185
H -1.887 -0.412 -1.239
H -0.469 -0.854 1.470
H 0.639 -0.583 -1.419
H 0.362 -2.149 -0.692
H 2.711 -1.654 -0.423
H 1.968 -1.569 1.231
O 4.439 1.244 -1.396
H 3.770 1.010 -2.066
*
```

natural (NBO) population analysis, charges in e, atoms 1 to 8: atom 1 (O): -0.7730, atom 2 (C): 0.9353, atom 3 (O): -0.7280, atom 4 (O): -0.4916, atom 5 (C): -0.1890, atom 6 (C): 0.2858, atom 7 (C): -0.5733, atom 8 (C): -0.0395

***

Entry 9:
Computed, not measured: an isolated molecule of C6H8O2 in a non-equilibrium geometry, with wB97M-V/def2-TZVPD.

Energy above the lowest of the compared OMol25 structures with the same formula, charge and spin ... 5.189 eV
HOMO-LUMO gap ... 8.41 eV
Structure (SMILES) ... C=C(/C=C\C=O)CO
F_max ... 5.199 eV Å⁻¹

ORCA input file:
```
! RIJCOSX wB97M-V def2-TZVPD def2/J DEFGRID3
* xyz 0 1
C -1.256 1.739 0.767
C -0.847 0.855 -0.195
C 0.477 1.042 -0.793
C 1.721 0.214 -0.916
C 2.118 -0.413 0.353
O 1.237 -0.664 1.163
C -1.716 -0.560 -0.173
O -1.296 -1.871 -0.389
H -2.174 1.381 1.148
H -0.925 2.869 0.847
H 0.431 1.916 -1.518
H 2.376 0.540 -1.741
H 3.098 -0.497 0.831
H -2.501 -0.669 -0.934
H -2.371 -0.630 0.904
H -0.448 -1.897 0.012
*
```

natural (NBO) population analysis, charges in e, atoms 1 to 8: atom 1 (C): -0.3418, atom 2 (C): -0.0983, atom 3 (C): -0.0554, atom 4 (C): -0.3458, atom 5 (C): 0.3392, atom 6 (O): -0.5746, atom 7 (C): -0.0702, atom 8 (O): -0.7008

***

Entry 10:
Computed, not measured: an isolated molecule of C6H8O2 in a non-equilibrium geometry, with wB97M-V/def2-TZVPD.

Energy above the lowest of the compared OMol25 structures with the same formula, charge and spin ... 3.735 eV
HOMO-LUMO gap ... 9.65 eV
Structure (SMILES) ... C=CO/C=C/[C@@H]1CO1
F_max ... 3.400 eV Å⁻¹

ORCA input file:
```
! RIJCOSX wB97M-V def2-TZVPD def2/J DEFGRID3
* xyz 0 1
C -3.728 -0.219 0.107
C -2.441 -0.476 -0.200
O -1.517 0.550 0.044
C -0.167 0.121 0.021
C 0.782 0.962 -0.219
C 2.146 0.571 -0.055
C 2.611 -0.731 -0.515
O 2.300 -0.512 0.830
H -4.082 0.782 0.260
H -4.426 -1.036 0.055
H -2.059 -1.568 -0.365
H 0.041 -0.948 0.340
H 0.534 1.976 -0.336
H 2.947 1.322 0.083
H 1.935 -1.404 -1.040
H 3.627 -0.794 -0.819
*
```

natural (NBO) population analysis, charges in e, atoms 1 to 8: atom 1 (C): -0.4744, atom 2 (C): 0.1184, atom 3 (O): -0.5066, atom 4 (C): 0.1516, atom 5 (C): -0.3179, atom 6 (C): 0.0295, atom 7 (C): -0.0955, atom 8 (O): -0.4816

***

Question: What is the F_max in the third record?
Answer: 3.369 eV Å⁻¹